(1)
Formula: C3H2MnO3
Source: OMol25
Level of theory: ωB97M-V/def2-TZVPD

The geometry in XYZ format:
```
9
Properties=species:S:1:pos:R:3:forces:R:3
O 0.93664 0.91410 1.23763 0.4 -0.3 0.3
C -1.80856 -2.43858 -0.39593 1.1 0.3 0.5
C 0.51835 1.96682 0.49809 -0.8 1.0 -0.7
O -0.81719 -2.11131 0.07369 -1.5 -0.9 -0.6
O -0.22881 0.53906 -1.22260 -0.3 -0.1 -0.3
C -0.10527 1.78377 -0.69083 0.4 0.9 0.4
Mn 0.59680 -0.53779 0.09557 0.5 -0.1 0.2
H 0.65692 2.97221 0.91413 0.0 -0.4 -0.1
H -0.51506 2.62671 -1.25855 0.2 -0.3 0.1
```
Positions in Å, forces in eV/Å.

LUMO (spin up / spin down)   -0.62 / -0.99 eV
⟨S²⟩   8.7639
E_HOMO (spin up / spin down)   -0.247 / -0.249 Ha
Gap between HOMO and LUMO (spin up / spin down)   6.12 / 5.79 eV
2S+1   6
Charge   0

These are the Löwdin partial charges, in e, on atoms 1 to 6: O -0.323; C 0.155; C -0.333; O -0.046; O -0.333; C -0.326

***

(2)
Formula: C6H7NO
Source: OMol25
Level of theory: ωB97M-V/def2-TZVPD

The geometry in XYZ format:
```
15
Properties=species:S:1:pos:R:3:forces:R:3
C -1.70073 -0.70655 1.60128 -0.4 -0.4 -2.3
C -1.18302 0.62385 0.90442 2.3 -6.0 -1.2
C 0.04055 0.35221 -0.00516 0.2 1.3 -0.1
C 1.41625 0.56216 0.16190 -3.1 0.0 2.5
C 2.09224 0.11633 -0.91294 5.9 1.1 -1.7
C 1.18971 -0.22407 -1.82025 -2.7 -1.6 -5.3
H -2.40186 -1.47490 0.72443 3.0 2.1 2.7
H -2.50034 -0.29023 2.16799 -0.6 -0.2 1.1
H -0.81429 -1.11074 2.23047 -1.9 0.0 -1.3
H 1.90981 0.94379 0.99416 0.3 0.6 1.5
H 3.34444 0.33856 -1.02688 -4.1 -1.1 0.1
H 1.27387 -0.50835 -2.97622 0.0 0.6 3.0
H -0.80163 -0.14702 -1.77634 -13.0 -0.9 -8.7
N -0.13313 -0.10577 -1.29949 15.9 0.8 9.3
O -1.73185 1.63072 1.03261 -1.7 3.9 0.5
```
Positions in Å, forces in eV/Å.

LUMO   0.79 eV
E_HOMO   -0.309 Ha
Gap between HOMO and LUMO   9.19 eV
2S+1   1
Charge   0

These are the Löwdin partial charges, in e, on atoms 1 to 6: C -0.027; C -0.428; C -0.161; C -0.097; C -0.168; C -0.128

***

(3)
Formula: C55H115N5O25
Source: OMol25
Level of theory: ωB97M-V/def2-TZVPD

The geometry in XYZ format:
```
200
Properties=species:S:1:pos:R:3:forces:R:3
C 2.37568 -2.69801 1.05577 -0.6 1.2 0.2
O 2.07871 -1.82014 1.85239 0.2 -0.3 0.1
N 2.90607 -3.88966 1.35118 -0.1 -0.1 -0.7
C 3.23439 -4.76107 0.22947 0.7 0.3 0.0
C 3.20143 -4.31724 2.69973 0.1 -0.3 0.0
H 2.19684 -2.54400 -0.01950 0.0 -0.1 -0.1
H 3.18663 -4.22124 -0.71767 -0.4 0.2 0.2
H 2.58641 -5.63122 0.12846 0.1 -0.2 0.3
H 4.29369 -5.01940 0.29053 -0.1 -0.5 0.2
H 4.28058 -4.33268 2.87024 0.0 -0.3 -0.1
H 2.78939 -3.67561 3.47341 -0.3 0.3 -0.4
H 2.76696 -5.31254 2.81380 0.3 -0.1 0.3
C 2.19343 1.86902 -4.31582 1.3 0.0 1.3
O 1.71096 1.71378 -3.20817 -0.8 -0.1 -0.7
N 3.54375 1.93482 -4.45547 -0.4 0.3 -0.4
C 4.42616 1.99035 -3.29973 1.3 0.1 -1.2
C 4.12133 2.50166 -5.65691 0.0 -0.1 0.2
H 1.67505 1.96437 -5.27695 -0.5 0.0 0.1
H 5.32388 1.40411 -3.54294 -0.3 -0.5 0.1
H 4.01421 1.65819 -2.35846 -0.3 0.3 -0.1
H 4.89392 2.97972 -3.29558 -0.6 0.3 0.8
H 4.92571 1.84123 -5.98555 0.1 0.3 -0.3
H 3.37819 2.62584 -6.44368 -0.1 -0.3 0.0
H 4.49497 3.50879 -5.44584 0.3 -0.1 0.0
C -5.05461 3.16228 1.32893 0.6 -0.4 0.3
O -4.04339 3.77311 1.03268 -0.4 0.5 -0.4
N -5.04047 1.86389 1.68025 0.1 -0.4 0.2
C -6.18182 1.24118 2.32071 0.1 0.0 -0.6
C -3.84530 1.04456 1.54007 -0.3 0.0 0.8
H -6.07733 3.56270 1.35008 0.1 0.4 0.0
H -6.64212 0.54165 1.61543 -0.2 -0.1 0.2
H -6.89580 2.00786 2.61723 -0.1 -0.1 -0.1
H -5.85418 0.69857 3.20641 0.0 0.0 0.1
H -3.63578 0.59575 2.51518 0.1 -0.1 0.0
H -4.04444 0.21301 0.86263 0.2 0.1 -0.2
H -2.98582 1.64566 1.26266 -0.1 0.0 -0.3
C 1.38658 4.87546 1.23013 -1.1 -0.1 -0.1
O 1.65920 4.56953 0.08647 0.5 0.1 0.1
N 1.64015 6.07146 1.81487 0.4 0.0 -0.4
C 1.20959 6.39142 3.14356 -0.9 -0.5 0.8
C 2.37081 7.08807 1.10113 0.5 0.2 -0.5
H 0.75973 4.22348 1.86338 0.3 0.0 0.1
H 0.48262 5.65296 3.49318 0.1 -0.2 -0.3
H 0.66074 7.33452 3.18601 0.3 0.2 -0.2
H 1.97917 6.37578 3.91964 0.4 0.2 -0.3
H 1.77978 8.00430 1.04458 0.2 0.2 0.4
H 3.36519 7.23193 1.53580 -0.2 0.4 0.3
H 2.59918 6.83610 0.06603 -0.4 -0.6 0.1
C -1.71570 -0.05002 4.98376 -0.2 -0.8 0.8
O -2.34529 0.07749 6.01867 0.1 0.5 -0.1
N -1.20808 -1.24151 4.57327 0.7 0.2 -0.5
C -0.77009 -1.38829 3.19683 0.7 -0.2 -0.2
C -1.32068 -2.43239 5.36923 -1.7 -0.5 0.6
H -1.48959 0.79234 4.31118 -0.1 -0.1 -0.2
H -1.59297 -1.63016 2.52116 -0.1 0.1 0.0
H -0.01277 -2.16532 3.08379 -0.2 -0.2 0.3
H -0.21910 -0.51307 2.85358 -0.5 0.3 -0.1
H -1.90373 -3.20092 4.84937 0.4 -0.1 -0.4
H -0.41399 -2.88053 5.77318 0.4 0.3 -0.4
H -1.98903 -2.25436 6.21414 0.3 0.5 0.1
O -0.50620 1.00376 0.51177 -0.5 -0.1 0.3
C 0.39228 0.57793 -0.15779 0.3 -0.6 -0.5
O 0.34941 -0.60376 -0.83760 0.8 0.5 -0.2
C -0.61871 -1.60066 -0.57156 -1.1 0.1 1.3
C -1.94052 -1.32471 -1.28512 0.4 0.0 -0.2
C 1.73514 1.21918 -0.32123 0.1 0.0 -0.4
H -0.81336 -1.64080 0.50562 0.1 0.2 -0.1
H -0.14257 -2.55190 -0.79050 -0.2 0.1 -0.5
H -2.24446 -0.29787 -1.08169 0.1 0.1 -0.1
H -2.77031 -1.93587 -0.92684 0.2 -0.3 0.0
H -1.79861 -1.47353 -2.35720 -0.3 0.1 0.0
H 2.32281 0.66014 -1.04690 0.1 -0.2 0.3
H 2.18035 1.23004 0.67258 0.1 0.1 -0.1
H 1.69543 2.23027 -0.72186 -0.3 0.1 0.3
O -4.64764 -2.75006 2.92673 -0.2 -0.2 0.3
C -4.87609 -3.85869 2.51153 -0.2 0.6 -0.6
O -6.11027 -4.38504 2.38042 0.2 -0.3 0.2
C -7.24734 -3.67342 2.89872 -0.2 0.0 -1.0
C -8.46370 -4.01584 2.04381 -0.1 -0.3 1.5
C -3.81868 -4.74891 1.93227 -0.3 -0.4 0.3
H -7.10822 -2.60190 2.79885 0.5 0.1 0.3
H -7.38934 -3.97258 3.93471 0.0 0.2 0.1
H -9.24843 -3.38873 2.47727 -0.1 0.2 -0.6
H -8.81568 -5.02416 2.26939 0.2 -0.2 -0.4
H -8.30427 -3.85127 0.98309 -0.1 0.1 0.0
H -4.25705 -5.65969 1.52690 0.1 0.0 0.0
H -3.12877 -5.01761 2.73133 0.1 0.1 -0.1
H -3.27574 -4.20871 1.16258 0.1 0.0 0.1
O 7.81866 0.02627 2.69549 -0.6 0.2 -0.1
C 7.85982 -0.88639 1.91049 1.0 0.5 0.7
O 7.37125 -0.86690 0.67342 -0.3 -0.7 -0.4
C 6.47531 0.14449 0.25631 -0.9 1.0 -0.5
C 5.04427 -0.02067 0.73646 0.1 -0.6 0.6
C 8.61725 -2.15299 2.18313 -0.1 -0.4 -0.8
H 6.49708 0.14928 -0.83383 0.2 -0.2 0.0
H 6.77779 1.15041 0.55148 0.5 -0.2 0.2
H 4.46558 0.81807 0.35393 0.0 0.0 0.1
H 5.03340 -0.06003 1.82901 -0.1 0.5 0.0
H 4.52844 -0.94332 0.46015 0.3 0.0 -0.4
H 8.09172 -2.75073 2.92587 0.0 0.0 0.0
H 9.63253 -1.95584 2.51724 -0.1 0.2 0.2
H 8.67995 -2.69935 1.24242 0.0 -0.3 0.2
O -7.11459 -3.01854 -1.88780 -0.4 0.5 0.2
C -6.06285 -3.54296 -2.11558 0.3 -0.5 -1.0
O -5.51779 -3.60828 -3.35668 0.4 -0.4 0.5
C -6.30073 -3.12297 -4.44951 -0.2 0.1 0.2
C -7.46473 -4.02769 -4.76693 -0.4 -0.8 0.2
C -5.24798 -4.27960 -1.10900 0.2 -0.8 0.4
H -5.62682 -3.09348 -5.30424 0.1 0.3 0.2
H -6.64492 -2.12697 -4.16096 0.0 0.0 -0.4
H -7.18649 -5.05067 -5.03894 0.5 0.2 -0.2
H -8.03169 -3.62644 -5.60715 -0.2 0.1 0.2
H -8.09618 -4.20859 -3.89591 -0.2 0.6 -0.1
H -4.60013 -3.60624 -0.55159 -0.1 0.1 0.1
H -4.63927 -5.08689 -1.51546 0.2 0.4 -0.4
H -5.93144 -4.80095 -0.43830 -0.1 0.5 0.3
O 1.51803 -2.81295 -2.61843 0.6 0.0 0.2
C 1.73676 -1.96296 -3.45185 -1.5 0.0 0.2
O 2.93688 -1.73453 -3.97478 0.2 0.4 -0.3
C 4.01957 -2.51442 -3.48320 0.4 -0.9 0.2
C 4.62093 -1.92619 -2.22314 0.3 0.6 0.5
C 0.61544 -1.15627 -4.07978 0.9 -0.2 0.0
H 4.70786 -2.68837 -4.31029 0.2 0.8 0.0
H 3.68181 -3.53515 -3.28122 -0.3 0.1 0.2
H 4.70892 -0.83598 -2.17877 -0.4 0.0 -0.6
H 5.65920 -2.20760 -2.03083 -0.2 -0.6 -0.1
H 4.00380 -2.17257 -1.35783 0.1 -0.2 -0.1
H 1.07605 -0.61680 -4.90280 -0.6 0.1 -0.3
H 0.12713 -0.46678 -3.39536 0.4 0.1 0.2
H -0.15241 -1.87442 -4.36332 0.1 0.0 -0.4
O 2.57942 3.07146 3.81933 -0.1 0.6 0.1
C 2.56214 1.99034 4.34806 -0.2 0.3 -0.5
O 2.44503 1.79360 5.66623 -0.3 -0.6 0.0
C 2.09474 2.87990 6.51715 -0.4 0.4 0.3
C 0.68589 2.72589 7.12434 1.9 -0.2 -0.3
C 2.68448 0.71681 3.59450 1.1 -0.4 0.4
H 2.08005 3.81900 5.96138 0.4 -0.2 -0.1
H 2.87267 2.91464 7.28160 -0.1 0.1 0.0
H 0.59860 3.65259 7.69135 -0.8 0.0 0.0
H 0.64568 1.87594 7.80097 -0.2 -0.1 -0.1
H 0.01748 2.60346 6.28110 -0.6 0.2 0.3
H 3.56495 0.22601 4.02361 -0.3 -0.4 0.2
H 2.97679 0.86257 2.55981 -0.6 0.3 -0.1
H 1.80926 0.08928 3.71847 0.0 -0.1 -0.1
O -0.93515 -4.49543 0.60786 0.8 0.1 -0.6
C -0.49349 -5.61617 0.44716 -1.9 1.3 0.4
O -0.05531 -6.11823 -0.68759 0.8 -1.6 0.1
C 0.34484 -5.34774 -1.80583 -0.3 1.2 -0.9
C -0.81395 -5.05795 -2.76066 0.1 0.4 0.2
C -0.55039 -6.58330 1.57172 0.8 -0.6 0.5
H 1.11622 -5.88310 -2.35961 0.0 -0.4 0.4
H 0.80864 -4.41498 -1.48081 -0.3 -0.2 0.1
H -0.47746 -4.36662 -3.53548 0.1 0.0 0.1
H -1.61987 -4.55456 -2.22467 -0.1 -0.1 0.0
H -1.20336 -5.93448 -3.27723 0.0 -0.2 0.3
H -0.66354 -7.61419 1.24293 0.2 0.0 0.0
H -1.29087 -6.33042 2.32323 -0.3 0.2 -0.4
H 0.39753 -6.45254 2.10795 0.1 -0.4 -0.1
O 5.52126 3.36466 -0.62239 -0.3 0.0 0.0
C 5.89110 3.78305 0.45022 0.4 -0.4 -1.2
O 6.93465 4.61447 0.54342 0.0 0.2 1.0
C 7.50792 5.18739 -0.63105 0.1 0.2 0.0
C 8.85042 5.76354 -0.22877 0.0 1.5 0.3
C 5.37145 3.32465 1.75395 -0.1 -0.1 1.2
H 6.86639 6.01646 -0.93698 -0.1 -0.1 -0.1
H 7.51802 4.45954 -1.44064 0.2 -0.1 0.1
H 8.71186 6.47125 0.59747 -0.3 -0.5 0.4
H 9.20430 6.51469 -0.94273 0.1 -0.7 -0.6
H 9.65735 5.09641 0.05959 -0.2 -0.3 -0.2
H 5.01302 4.11513 2.41479 0.1 0.3 -0.3
H 6.18017 2.84376 2.31204 0.1 0.0 -0.1
H 4.55453 2.61801 1.65586 0.0 0.1 -0.3
O -6.63671 3.69917 -1.42626 -0.4 -0.4 -0.3
C -5.78357 3.89248 -2.25199 0.8 0.7 1.0
O -5.17216 2.94499 -2.97111 -0.5 -0.1 -0.7
C -5.77618 1.64878 -3.02025 0.2 -0.9 -0.2
C -4.85580 0.64379 -2.35037 0.4 0.5 1.2
C -5.17329 5.24987 -2.50414 0.5 -0.2 0.2
H -5.88212 1.36200 -4.06865 0.1 0.3 -0.2
H -6.78087 1.65861 -2.60312 0.1 0.1 0.3
H -4.62039 0.98247 -1.33376 -0.3 0.1 0.0
H -3.86339 0.60283 -2.80241 -0.2 -0.2 -0.5
H -5.28845 -0.34534 -2.21553 -0.1 -0.1 -0.4
H -5.69109 5.68907 -3.35595 0.1 0.3 0.1
H -4.10249 5.17139 -2.69580 -0.1 -0.3 -0.4
H -5.22564 5.85615 -1.60318 -0.6 0.1 -0.1
O -1.37069 1.52442 -4.93326 0.1 -0.3 0.2
C -2.18340 2.38662 -4.69301 0.4 0.2 -0.5
O -2.28791 3.01377 -3.53149 -0.3 -0.2 -0.1
C -1.32591 2.73580 -2.49001 -0.3 1.4 0.8
C -1.73138 3.64603 -1.33172 0.2 -0.9 0.6
C -3.11766 2.94165 -5.75132 0.0 0.3 1.5
H -0.34818 3.03689 -2.85535 0.1 -0.4 -0.1
H -1.32728 1.70603 -2.13886 -0.1 -0.2 -0.5
H -2.68178 3.37577 -0.86698 -0.2 0.1 -0.5
H -1.73025 4.70425 -1.58220 0.1 0.0 -0.1
H -1.04613 3.44382 -0.50414 0.3 0.3 -0.2
H -4.13778 2.89674 -5.36411 -0.1 -0.5 -0.4
H -2.90250 2.41354 -6.66984 -0.4 0.2 -0.2
H -2.96636 4.02339 -5.75596 0.3 -0.1 -0.6
```
Positions in Å, forces in eV/Å.

LUMO   0.37 eV
E_HOMO   -0.313 Ha
Gap between HOMO and LUMO   8.88 eV
2S+1   1
Charge   0

These are the Löwdin partial charges, in e, on atoms 1 to 6: C -0.334; O 0.008; N -0.165; C -0.037; C -0.029; H 0.120

***

(4)
Formula: C16H59AgO14
Source: OMol25
Level of theory: ωB97M-V/def2-TZVPD

The geometry in XYZ format:
```
90
Properties=species:S:1:pos:R:3:forces:R:3
Ag 3.07744 0.13693 6.43538 -0.2 -0.1 -0.1
C -0.43861 0.78248 -0.00941 -0.2 0.7 0.6
C 0.43919 -0.37085 0.47026 0.5 -0.1 -1.2
C 0.82498 -1.32272 -0.69415 0.2 0.0 -0.4
O 1.50053 0.02504 1.28730 -1.0 -0.6 -0.6
H -0.00133 1.49617 -0.70766 0.3 -0.4 -0.2
H -0.69432 1.37994 0.86566 -0.1 0.0 0.1
H -1.37591 0.41427 -0.42653 0.1 -0.1 -0.1
H -0.24939 -0.97837 1.05753 0.1 -0.2 0.9
H 1.60141 -0.91486 -1.34137 0.1 0.2 0.2
H -0.02273 -1.47960 -1.36114 -0.3 0.2 0.2
H 1.12843 -2.33368 -0.42214 0.2 0.2 0.5
C 5.19930 4.35625 -1.77152 -0.1 -1.1 0.1
O 4.49870 4.52708 -0.55230 0.1 0.6 0.5
H 6.10871 3.77032 -1.63826 0.3 0.1 0.2
H 4.56153 3.73284 -2.39819 0.1 0.5 -0.8
H 5.48548 5.31757 -2.19821 -0.4 -0.1 0.0
H 4.13935 3.68324 -0.26876 0.1 0.0 -0.1
C -3.02150 7.54238 -3.77462 -0.2 0.0 0.4
O -3.64906 8.24728 -4.81348 -0.1 0.1 -0.6
H -2.25077 6.85735 -4.12788 0.1 -0.1 -0.1
H -2.59349 8.25655 -3.07115 0.1 -0.2 0.3
H -3.80124 6.96009 -3.28366 0.1 0.0 0.1
H -2.97056 8.76934 -5.24787 -0.1 0.1 -0.2
C 1.63318 -5.21267 5.34190 0.4 -0.1 0.4
O 2.29540 -4.29599 6.23226 0.2 0.1 -0.3
H 1.83026 -6.25583 5.58910 0.0 0.0 0.3
H 0.55861 -5.03286 5.37457 0.0 0.0 -0.4
H 2.08211 -5.09857 4.35522 -0.4 0.4 0.0
H 2.21362 -4.59262 7.14161 -0.1 -0.2 -0.1
C -2.53264 -1.10185 7.40367 -0.5 0.8 -0.4
O -1.58065 -0.08511 7.07791 0.7 -0.3 -0.1
H -3.32291 -0.57805 7.94145 -0.2 -0.7 0.5
H -2.97874 -1.50890 6.49626 0.0 -0.1 -0.1
H -2.06905 -1.91867 7.95684 0.0 0.3 0.2
H -2.06730 0.72755 6.92186 0.0 0.0 0.0
C -7.46110 -0.10142 3.02256 -0.5 -0.5 -0.9
O -8.43618 -0.11901 4.05281 0.5 -0.1 0.1
H -7.84579 0.46738 2.17605 0.4 0.8 0.1
H -6.47900 0.20819 3.37994 -0.4 0.3 0.1
H -7.33095 -1.06651 2.53290 0.1 -0.6 0.4
H -9.25222 -0.41172 3.64049 -0.1 0.0 0.1
C 2.24193 10.24647 -0.68286 -0.7 -0.4 -0.8
O 1.59517 9.19942 0.03871 -0.2 0.3 0.0
H 1.47423 10.86362 -1.14961 -0.3 0.4 0.8
H 2.91620 10.83161 -0.05752 0.0 -0.1 -0.2
H 2.68196 9.89392 -1.61570 0.8 -0.4 0.3
H 2.09247 8.37874 0.01040 0.2 0.2 -0.1
C -7.36783 0.48624 -4.11063 2.6 0.1 -1.3
O -8.58503 0.49069 -3.50364 -1.5 -0.1 0.6
H -6.82870 1.43345 -4.09523 -0.2 0.6 0.2
H -6.64808 -0.19643 -3.65893 -0.4 -0.4 0.4
H -7.38103 0.22768 -5.16943 -0.3 -0.3 -0.2
H -9.23670 0.70678 -4.17463 -0.2 0.0 0.2
C 0.80105 0.70148 -7.30381 0.2 1.1 -0.3
O 1.87996 1.03349 -8.16152 0.6 -0.4 -0.4
H 0.43813 -0.31647 -7.44586 0.0 0.1 0.3
H 1.16595 0.92276 -6.30083 -0.3 -0.5 0.2
H 0.03816 1.44381 -7.53846 -0.6 -0.3 0.3
H 1.96266 0.37930 -8.85922 0.0 0.1 0.0
C -5.40176 4.75767 6.93688 1.2 0.1 1.0
O -4.32924 4.36041 6.11476 0.3 -0.4 -1.4
H -4.95437 5.56542 7.51608 -0.8 0.3 0.5
H -6.31816 5.07689 6.44049 0.0 -0.2 -0.1
H -5.51197 3.88798 7.58465 -0.7 0.3 0.1
H -4.11945 5.08776 5.52437 0.1 0.0 -0.1
C -3.17595 -6.96263 -0.54165 1.0 0.8 -0.2
O -2.92367 -8.28466 -0.13443 -0.3 -0.4 -0.2
H -4.21772 -6.67532 -0.39933 0.2 -0.2 0.2
H -2.47266 -6.31239 -0.02141 -0.4 0.5 0.6
H -2.89369 -6.73578 -1.56974 -0.4 -0.5 -0.5
H -2.12096 -8.57135 -0.57608 0.0 -0.1 0.1
C 7.38836 -0.68285 -5.78787 -0.5 1.0 1.4
O 8.04702 -1.56225 -4.83066 -0.2 0.2 -1.7
H 7.77515 -0.58792 -6.80250 0.7 -1.0 0.3
H 6.31236 -0.83523 -5.87217 -0.1 -0.7 0.0
H 7.44168 0.33940 -5.41333 0.2 0.2 0.1
H 7.76032 -1.35079 -3.93921 -0.2 0.2 -0.2
C 3.61280 -10.15545 -0.69957 0.3 -1.1 -0.5
O 2.30105 -10.27791 -1.26078 0.1 0.7 0.6
H 3.95463 -9.13817 -0.50879 -0.6 0.1 -0.4
H 3.73580 -10.71073 0.23029 -0.3 0.0 0.2
H 4.27218 -10.63566 -1.42256 0.6 0.3 0.1
H 2.16408 -11.21638 -1.40948 -0.1 0.0 0.0
C 7.50372 -3.27015 1.03983 -0.9 -0.6 -0.1
O 7.20924 -1.92347 0.64595 0.6 -0.4 0.1
H 7.77355 -3.94230 0.22527 0.1 0.5 -0.6
H 8.30520 -3.39217 1.76842 -0.1 0.6 0.2
H 6.59145 -3.72872 1.42137 0.0 -0.1 0.4
H 6.29753 -1.72856 0.87484 0.1 -0.1 0.0
```
Positions in Å, forces in eV/Å.

LUMO   -7.10 eV
⟨S²⟩   0.7542
E_HOMO   -0.419 Ha
Gap between HOMO and LUMO   4.29 eV
2S+1   2
Charge   +1

These are the Löwdin partial charges, in e, on atoms 1 to 6: Ag 0.992; C -0.067; C -0.516; C -0.056; O 0.024; H 0.082

***

In order of appearance, relative energy (zero: lowest compared OMol25 entry of this formula, charge and spin) = 0.7, 86.7, 0.0, 131.4 kcal per mole.
In order of appearance, total energy = -1492.1581, -362.6753, -4319.5435, -1844.5830 hartree.